# C46H126N10O13

A cluster of 12 separate species, C46H126N10O13 in total in a non-equilibrium geometry (ωB97M-V/def2-TZVPD, OMol25).

Computed properties:
- ΔE to the lowest compared entry with this formula, charge and spin (kJ/mol) = 0.0
- LUMO energy (eV) = 0.46

Positions of all 195 atoms, in Å:
O -0.504 -2.274 -6.544
O 4.586 0.055 5.684
O -0.120 -4.910 0.245
O -5.676 -2.699 -0.165
O -3.386 -5.458 1.811
O 1.529 -1.129 -0.305
O 2.392 4.685 -4.480
O -2.610 2.197 3.794
O 0.829 3.945 1.417
O 6.838 -3.904 2.603
O 6.328 -0.090 -3.822
O -5.954 1.983 7.085
O -1.610 3.056 -5.719
N -2.442 2.263 -2.283
N 5.409 -0.210 -0.243
N -5.369 -0.737 2.101
N 2.062 6.477 0.472
N 2.314 -2.256 -6.069
N -1.732 -5.412 -2.039
N 3.765 -2.364 1.214
N -2.322 -2.777 2.016
N -3.631 3.743 6.540
N 0.297 4.407 -1.464
C -5.833 -0.373 0.718
C -0.646 -0.170 -0.038
C 3.850 6.014 2.076
C -6.484 -1.563 0.025
C 0.495 -4.948 -1.029
C 3.915 -4.272 2.740
C 1.776 4.671 2.162
C -0.512 -4.575 -2.076
C -2.293 3.223 -4.492
C 2.405 5.715 -5.442
C 8.163 -4.070 2.184
C -4.820 3.616 5.681
C -3.327 -2.716 4.306
C 6.013 -3.443 1.573
C -4.346 -6.329 1.283
C 0.772 -4.718 1.307
C 5.251 0.266 -1.630
C -2.851 -3.582 3.166
C 0.080 -1.443 -5.553
C 2.711 5.411 1.245
C 5.479 1.777 -1.774
C -2.178 2.221 5.133
C -6.116 0.944 6.162
C -2.580 0.884 3.249
C 1.207 4.701 -3.682
C -2.513 0.754 -4.230
C -3.949 -4.495 2.656
C -5.055 -2.778 -1.434
C 1.277 -2.171 -4.997
C 1.932 2.705 -2.313
C -1.774 4.165 -6.577
C 6.230 -0.508 -2.498
C -6.042 3.266 6.511
C 2.980 0.954 4.151
C 5.195 -0.408 -4.571
C 1.867 -1.484 -3.779
C 1.499 4.178 -2.297
C -1.348 -1.588 -7.442
C -0.089 3.247 2.209
C 3.352 -0.251 5.000
C 4.654 -3.101 2.137
C -4.706 0.266 -0.057
C -2.409 3.606 5.746
C -0.852 -3.100 -2.174
C -1.936 2.026 -3.635
C 0.532 -0.797 0.665
H 2.941 -3.011 -5.824
H -3.226 0.238 3.850
H -1.697 -2.852 -1.524
H -1.228 0.399 0.693
H -2.824 4.268 -6.873
H -0.346 3.638 -1.649
H -2.034 -4.244 3.457
H -2.174 -0.134 -3.677
H -5.162 0.484 5.878
H 8.247 -4.941 1.514
H 5.006 2.166 -2.679
H 1.842 -2.479 -6.937
H -0.396 0.497 -0.862
H -3.590 0.706 -4.031
H 0.988 -3.203 -4.761
H -3.378 3.322 -4.635
H 2.908 -4.040 3.085
H 2.114 -0.454 -4.046
H -4.181 0.962 0.594
H 3.492 6.295 3.070
H 0.307 -0.451 -5.961
H -3.419 2.010 -2.138
H -1.581 -6.175 -1.382
H 4.923 2.328 -1.006
H -2.992 1.011 2.257
H 0.428 2.440 2.755
H -0.851 1.957 -3.539
H 6.389 -2.504 1.134
H -1.100 2.007 5.223
H -6.633 0.355 0.893
H 2.178 -1.690 0.131
H 2.423 1.694 4.730
H 1.126 1.984 -2.141
H -1.911 4.135 -4.013
H 0.328 -4.969 2.269
H -2.370 -1.552 -7.053
H 8.560 -3.246 1.572
H 5.975 -4.144 0.721
H -1.564 3.869 6.392
H 0.208 -1.650 1.266
H -6.743 0.159 6.595
H 1.379 6.096 -0.174
H 0.520 4.018 -4.204
H -4.374 -5.024 3.537
H -0.960 -0.584 -7.641
H -5.019 0.724 -0.991
H -2.041 1.567 -1.659
H 1.243 5.468 2.715
H 7.217 -0.498 -2.022
H 4.587 0.161 0.242
H -1.010 -2.762 -3.196
H -2.557 -2.326 4.972
H -1.547 -3.336 1.668
H -1.364 -2.119 -8.395
H -0.610 3.801 2.996
H 5.007 -1.480 -4.692
H 3.721 -5.012 1.946
H 2.292 0.680 3.342
H 0.972 -0.054 1.346
H -1.443 5.083 -6.075
H 1.265 -3.738 1.282
H 5.939 -1.572 -2.417
H 2.274 4.089 2.950
H 8.809 -4.192 3.048
H 1.599 -5.446 1.221
H -0.029 -4.841 -3.029
H -2.723 1.469 5.724
H 1.101 -1.340 -3.008
H 5.362 -0.115 -5.615
H -4.107 -3.297 -1.302
H 3.851 1.407 3.682
H -1.572 0.454 3.272
H 3.392 5.707 -5.910
H 4.832 -2.374 2.940
H -4.862 -6.850 2.098
H 0.975 -5.917 -1.206
H 4.303 6.889 1.612
H -0.049 -2.471 -1.769
H 2.690 -2.053 -3.356
H -6.913 -1.180 -0.919
H -4.880 -1.815 -1.915
H -6.947 3.385 5.903
H -1.315 -0.933 -0.450
H -2.973 -2.722 1.239
H 4.448 -0.048 6.628
H -6.621 1.238 5.234
H 1.592 7.117 1.103
H -4.469 -1.198 1.952
H 4.311 0.165 -4.283
H 0.815 5.717 -3.594
H -3.885 -1.845 3.964
H 2.546 -0.448 5.702
H 4.292 -1.533 0.915
H -2.338 4.372 4.968
H -3.824 -7.052 0.656
H 6.123 0.360 0.216
H 4.233 0.085 -1.985
H -2.256 0.566 -5.270
H -4.003 -3.326 4.916
H 3.212 4.780 0.504
H -5.982 -1.510 2.358
H -1.147 4.010 -7.452
H 2.422 2.436 -3.253
H 3.797 -2.870 0.319
H 1.624 5.528 -6.184
H -5.662 -3.385 -2.116
H -4.685 2.969 4.810
H 6.539 2.029 -1.736
H 1.282 -4.174 -1.055
H -3.976 -0.530 -0.254
H -5.064 -5.822 0.627
H 2.345 6.711 -4.987
H -6.106 4.021 7.297
H -0.655 -1.302 -4.750
H 4.678 5.306 2.158
H 2.636 2.505 -1.499
H -2.466 -4.892 -1.565
H -0.822 2.788 1.550
H 2.307 4.743 -1.823
H -4.820 -3.971 2.236
H -3.636 2.907 7.124
H 3.598 -1.085 4.341
H 4.504 -4.822 3.471
H 0.545 4.239 -0.486
H -7.382 -1.861 0.577
H -5.038 4.631 5.319

These are the Mulliken partial charges, in e, on atoms 1 to 4: -0.42 -0.56 -0.01 -0.28

# C46H127N9O14

A cluster of 14 separate species, C46H127N9O14 in total in a non-equilibrium geometry (ωB97M-V/def2-TZVPD, OMol25).

Computed properties:
- ΔE to the lowest compared entry with this formula, charge and spin (kJ/mol) = 0.0
- LUMO energy (eV) = 0.32

Positions of all 196 atoms, in Å:
O 0.648 1.668 -7.251
O -3.991 5.057 -3.223
O -2.856 4.358 1.133
O 2.209 -1.040 5.477
O -4.177 -2.021 4.259
O 3.370 -6.576 2.413
O -1.342 -2.595 -8.447
O 2.391 4.362 1.221
O 5.120 1.283 1.643
O -0.612 0.937 6.103
O -5.851 -2.112 -1.611
O 6.033 -2.167 -5.008
O -0.480 -4.379 -1.662
O 0.032 -1.574 -2.597
N 4.267 5.158 -1.771
N 0.283 -0.518 -1.710
N 1.663 -0.232 -5.210
N -0.338 3.638 5.011
N -2.085 0.383 -6.308
N -5.549 -2.169 7.670
N -5.685 2.856 -0.686
N 0.632 -7.029 2.975
N 2.080 1.829 5.564
C -5.223 -2.692 6.344
C -1.662 1.885 5.978
C -0.709 0.189 7.307
C -2.585 5.141 -2.964
C 3.754 1.069 -5.265
C 0.350 1.762 -8.613
C 1.921 4.895 -1.586
C -1.876 5.248 0.655
C 1.039 -4.582 2.680
C 5.753 -2.711 -3.718
C 4.483 1.950 5.090
C -4.215 -1.785 5.648
C 2.383 3.512 2.345
C -4.948 2.147 1.408
C -2.006 -1.403 -8.041
C -0.900 0.260 -1.315
C 0.485 -5.315 -2.095
C 1.460 -0.627 -0.846
C 5.100 -0.126 1.814
C 2.639 -1.151 -1.696
C -2.909 -1.653 3.744
C -0.437 1.679 -0.865
C 2.418 -6.322 1.367
C 1.198 -1.509 0.398
C 1.994 1.287 -7.033
C -4.963 3.322 0.509
C 3.937 -7.865 2.403
C 3.228 1.124 4.936
C 3.483 4.264 0.374
C 1.851 0.799 -0.409
C -1.213 2.121 3.382
C 2.268 1.059 -5.580
C 1.713 -1.404 4.182
C -1.513 2.761 4.712
C 0.043 -2.456 -8.465
C -1.794 -0.373 -0.237
C 1.044 -5.981 2.041
C -1.865 -1.052 -6.574
C -6.546 -2.856 5.596
C -2.723 -1.844 -5.594
C -1.721 0.578 -2.570
C -3.624 3.815 0.062
C 0.678 1.651 0.164
C -5.148 -1.118 -2.317
C 3.411 -0.292 5.536
C 3.179 5.240 -0.787
H 4.250 -0.829 5.079
H 0.972 2.699 0.228
H -1.036 2.711 2.484
H 4.192 5.800 -2.549
H 3.497 3.209 0.071
H -5.627 3.484 -1.479
H -2.191 5.949 -0.123
H 3.121 -8.592 2.481
H 5.189 -2.188 -5.471
H -1.352 -4.779 -1.644
H 3.260 3.610 2.990
H 4.568 2.199 6.151
H -1.823 -1.458 -0.392
H 1.042 4.843 -0.938
H 2.757 1.960 -7.441
H -0.298 0.708 8.175
H 4.502 -8.036 1.484
H 1.547 3.776 2.989
H 4.587 -0.548 0.941
H 0.476 3.047 5.181
H -2.092 -2.338 3.985
H -1.047 4.728 0.157
H 5.212 -3.656 -3.754
H 2.196 -2.268 3.721
H 0.295 0.809 -9.146
H 3.088 6.184 -0.242
H -7.299 -3.508 6.039
H 2.816 -0.535 -2.578
H -5.053 -0.160 -1.798
H 0.486 -3.361 -8.885
H -1.605 -0.571 -8.629
H -0.421 1.366 3.353
H 2.302 -7.208 0.742
H 5.270 -1.983 -3.061
H 1.816 1.819 -4.933
H -0.825 -1.168 -6.253
H -2.240 -1.905 -4.614
H -2.765 -2.905 -5.850
H -4.722 -1.980 8.224
H 1.846 -4.529 3.412
H 2.116 -1.739 0.944
H 0.384 -5.847 1.178
H -3.058 -1.506 -8.310
H 1.394 -7.094 3.643
H 0.398 -1.615 -9.069
H 5.156 5.395 -1.343
H 0.648 -7.926 2.502
H 4.394 2.926 4.618
H -0.225 4.187 4.169
H 0.928 -5.855 -1.255
H -2.593 1.307 5.989
H 3.521 -1.383 -1.100
H -3.228 -1.841 6.121
H -1.969 0.545 -5.316
H -4.394 1.337 0.927
H 0.542 -2.333 -7.498
H -2.129 5.044 -3.952
H -1.271 2.133 -0.320
H 2.400 -2.091 -2.203
H 1.229 -3.887 1.862
H -3.058 3.157 -0.603
H 4.007 0.878 -4.223
H 2.303 1.858 6.557
H 6.136 -0.462 1.815
H 0.034 -6.068 -2.745
H 4.310 0.342 -5.862
H 2.160 0.340 -7.560
H -1.556 -0.259 0.823
H -2.096 1.491 3.194
H 0.649 -1.568 4.339
H -3.696 -1.398 -5.384
H 2.345 2.447 2.106
H -0.591 2.269 -8.828
H -1.098 1.016 -3.356
H 0.259 1.338 1.120
H -2.594 1.221 -2.454
H 2.550 0.772 0.434
H 4.136 2.046 -5.569
H 1.262 -4.792 -2.650
H 0.679 -0.101 -5.420
H 1.106 2.352 -9.141
H -0.208 2.404 -1.647
H 1.326 1.147 5.569
H 1.909 -0.597 3.471
H -2.060 -0.315 -3.102
H 3.055 1.004 3.864
H -0.287 -2.302 -2.040
H -2.272 4.282 -2.369
H 6.720 -2.852 -3.233
H -4.271 4.175 -3.476
H 5.347 1.583 0.761
H 2.732 -5.421 0.836
H -2.393 3.394 4.578
H -2.865 -0.151 -0.235
H 1.713 5.602 -2.387
H -1.681 2.536 6.855
H -3.909 4.667 -0.567
H -6.313 -3.330 4.641
H 3.755 -0.218 6.571
H 1.706 -0.286 -4.198
H -5.473 4.155 1.005
H 5.327 1.360 4.733
H -5.781 -0.868 -3.175
H -4.370 2.363 2.312
H -7.000 -1.883 5.403
H -1.472 5.771 1.520
H 0.731 -2.449 0.093
H 0.065 -4.371 3.117
H 4.553 -8.010 3.289
H -6.661 2.782 -0.430
H -0.009 -0.638 7.160
H -5.907 1.737 1.723
H -6.557 -1.708 -1.102
H 1.988 3.867 -1.946
H -4.175 -1.506 -2.611
H -6.124 -2.814 8.194
H -4.488 -0.751 5.901
H -4.780 -3.694 6.366
H -3.106 -1.818 2.681
H -2.294 6.088 -2.521
H -1.691 -0.262 7.457
H -2.727 -0.598 3.957
H 2.426 1.359 -1.149
H 4.433 -0.520 2.580
H 4.449 4.557 0.799
H 0.530 -1.051 1.129
H -1.265 0.788 -6.760

These are the Mulliken partial charges, in e, on atoms 1 to 4: -0.20 -0.55 -0.38 -0.39

# C46H27MgN9O3S3

A structure of composition C46H27MgN9O3S3 in a non-equilibrium geometry (ωB97M-V/def2-TZVPD, OMol25).

Computed properties:
- charge = -2
- ΔE to the lowest compared entry with this formula, charge and spin (kJ/mol) = 126.6
- LUMO energy (alpha / beta) (eV) = 3.44 / 3.44

Positions of all 89 atoms, in Å:
S -4.487 2.514 0.970
S -2.291 3.249 2.826
S 2.002 2.486 -0.539
Mg -0.403 0.382 0.629
O 2.635 2.601 0.779
O 1.770 3.760 -1.213
O 0.869 1.547 -0.654
N 1.890 0.105 3.324
N 1.428 -0.656 1.064
N -0.483 0.004 2.920
N -2.824 -0.173 3.301
N -2.021 2.272 0.317
N -0.505 -0.975 -1.019
N -2.451 -0.527 0.922
N 1.800 -1.597 -1.139
N -2.887 -1.222 -1.323
C -6.861 -1.850 0.692
C 3.652 -0.624 1.720
C 3.661 -1.239 0.466
C 2.195 -0.364 2.078
C -2.763 1.972 -0.835
C 5.333 0.996 -3.425
C -5.593 -1.269 2.627
C -4.145 1.958 -0.612
C -4.506 -1.020 1.789
C 4.005 0.575 -3.550
C 0.083 -3.085 -5.116
C 6.444 0.468 -4.222
C -1.976 -2.192 -4.132
C 5.611 1.817 -2.334
C -1.355 1.367 7.232
C -3.110 1.390 -3.113
C -4.479 1.294 -2.911
C -2.801 2.716 1.248
C 0.165 0.573 5.025
C -1.596 0.142 3.675
C -1.994 0.948 6.077
C -6.786 -1.737 2.062
C -1.205 0.571 5.034
C 0.152 -2.052 -2.908
C 6.015 -1.500 0.579
C -3.241 -0.942 -0.114
C 0.028 1.188 7.309
C 2.229 -1.177 -0.016
C -1.240 -1.883 -2.982
C -5.775 -1.560 -0.158
C -3.143 -0.531 2.048
C -1.298 -2.777 -5.182
C 0.604 0.243 3.691
C 4.607 2.184 -1.436
C 4.840 -0.323 2.351
C 6.037 -0.763 1.804
C 3.295 1.804 -1.634
C -4.989 1.608 -1.668
C 4.834 -1.750 -0.075
C -1.634 -1.219 -1.748
C 0.799 -2.752 -3.971
C 0.815 0.767 6.229
C 3.010 0.960 -2.684
C -4.560 -1.204 0.382
C -2.219 1.762 -2.098
C 0.537 -1.530 -1.615
H 3.760 -0.182 -4.353
H -7.732 -2.213 0.195
H -5.449 -1.022 3.656
H 7.002 -0.432 2.151
H 1.981 0.709 -2.901
H -1.828 -2.956 -6.119
H -3.118 0.961 5.896
H 4.872 0.273 3.288
H 1.867 0.616 6.271
H -2.703 1.148 -4.090
H -3.059 -1.938 -4.211
H 6.797 1.184 -5.021
H 6.604 2.122 -2.072
H -7.643 -1.959 2.635
H -1.865 1.812 8.040
H 4.801 -2.225 -1.084
H 7.305 0.236 -3.521
H -5.158 0.977 -3.738
H -5.960 -1.586 -1.182
H -6.055 1.472 -1.524
H 4.853 2.733 -0.534
H -1.147 1.941 -2.225
H 6.161 -0.481 -4.711
H 0.584 -3.558 -5.952
H 1.845 -2.990 -4.010
H 0.606 1.526 8.194
H 6.952 -1.897 0.177

These are the Mulliken partial charges, in e, on atoms 1 to 4: -0.38 -0.39 1.46 2.20